Density functional theory data (ωB97M-V/def2-TZVPD) for a 8-piece molecular cluster, C18H36N6O8P2 overall in a non-equilibrium geometry.

SMILES: COP(=O)(OC)OC.COP(=O)(OC)OC.CC#N.CC#N.CC#N.CC#N.CC#N.CC#N
calculated total energy: -63149.9458 eV
LUMO energy: 0.5 eV

```
70
Properties=species:S:1:pos:R:3:forces:R:3:lowdin_charge:R:1
C 13.7944 6.8251 8.2007 0.95 -1.23 -0.44 -0.058
C 14.7971 6.7162 7.1130 0.86 0.06 -1.11 -0.259
N 15.5041 6.5873 6.1939 -1.23 0.35 1.82 0.111
H 14.1252 7.2663 9.1222 0.61 0.55 0.15 0.048
H 13.5521 5.7980 8.4730 -0.34 -0.03 -0.11 0.090
H 12.9349 7.3388 7.8474 -0.78 0.35 -0.28 0.046
C 17.1401 9.7655 8.1622 1.55 -0.78 -0.34 -0.082
C 17.4247 11.1490 8.5219 0.50 1.69 0.70 -0.261
N 17.7376 12.2286 8.8284 -0.63 -1.80 -0.58 0.138
H 18.1024 9.3239 7.7645 -0.98 0.39 0.50 0.109
H 16.4346 9.6713 7.3580 -0.44 0.18 -0.33 0.054
H 16.8088 9.1540 9.0042 0.04 0.29 0.06 0.043
C 14.8323 7.5068 14.6004 0.53 -1.07 1.39 -0.086
C 13.4375 7.2916 14.2986 -0.35 0.38 -0.15 -0.298
N 12.3240 7.2782 14.0265 -0.27 -0.25 -0.07 0.135
H 14.9738 8.5704 14.7457 0.19 0.13 0.45 0.017
H 15.4212 7.2300 13.7291 0.21 -0.31 0.17 0.071
H 15.1099 6.9156 15.5591 -0.22 1.08 -1.76 0.124
C 17.4462 12.6727 15.3884 2.58 1.26 1.70 -0.074
C 16.6410 11.5303 15.7456 -0.07 1.13 -0.78 -0.272
N 15.9392 10.6431 15.8845 -0.50 -0.93 0.39 0.150
H 18.1841 12.8883 16.2392 -0.84 -0.63 -0.94 0.109
H 17.0058 13.6707 15.3019 -0.82 -0.62 -0.26 0.087
H 18.0997 12.4942 14.5326 -0.28 -0.23 -0.20 0.057
C 10.0970 13.8119 10.0074 1.43 1.96 0.01 -0.063
C 11.1606 13.0228 10.6720 -1.60 1.27 -0.65 -0.278
N 12.0570 12.5721 11.2094 0.94 -0.71 0.56 0.149
H 9.7060 14.6496 10.6674 0.80 -1.03 -0.64 0.101
H 9.2614 13.2627 9.6916 -0.90 -1.22 -0.28 0.040
H 10.5614 14.2663 9.0792 -0.53 -0.39 1.09 0.103
C 14.8469 10.6057 12.6581 -1.17 1.29 1.87 -0.069
C 15.2788 9.5778 11.7958 0.52 -1.02 -1.06 -0.309
N 15.5496 8.6821 11.1288 0.16 0.01 -0.11 0.157
H 14.1825 11.3224 12.1492 -0.09 -0.49 -0.07 0.058
H 15.6880 11.2637 13.0004 -0.65 -1.06 0.19 0.092
H 14.2219 10.0651 13.4748 1.26 1.42 -0.99 0.110
C 11.9633 8.8464 10.8225 2.15 -0.85 -0.30 -0.092
O 11.6336 8.6965 9.4446 -0.54 1.34 -0.96 -0.245
P 11.0059 9.9663 8.6566 0.18 -1.02 0.37 0.366
O 9.9076 10.6149 9.3591 -0.28 0.40 0.23 -0.224
O 12.1317 11.0231 8.2652 0.08 -1.19 -0.59 -0.221
C 13.2784 10.7179 7.3945 -0.50 1.24 0.88 -0.039
O 10.6165 9.1890 7.3325 -0.70 0.23 -0.87 -0.232
C 9.3297 8.5119 7.2592 -0.58 -0.90 -0.14 -0.082
H 11.6448 7.9254 11.3180 0.50 0.22 0.08 0.086
H 11.5301 9.6736 11.2927 -1.20 1.30 0.48 0.051
H 13.0669 9.0681 10.8354 -1.01 -0.83 0.41 0.068
H 14.0847 10.3554 8.0175 0.28 0.13 0.18 0.068
H 13.5095 11.6994 6.9369 0.11 -0.80 0.16 0.105
H 13.0654 9.9678 6.6637 -0.47 -0.33 -0.57 0.073
H 8.5547 8.9745 7.8787 0.54 0.17 0.26 0.077
H 9.4753 7.4582 7.6072 -0.12 0.86 -0.39 0.099
H 8.8574 8.5137 6.2351 1.30 0.11 0.75 0.100
C 21.0814 15.3336 13.6716 -0.27 -1.77 0.25 -0.057
O 19.8518 15.0186 13.0326 -0.92 1.54 1.03 -0.226
P 19.4949 13.9035 12.0151 1.15 -2.57 0.37 0.324
O 19.6631 12.4872 12.4723 0.04 1.83 -0.65 -0.260
O 17.9840 14.1783 11.7606 -0.01 -0.82 -0.16 -0.205
C 17.3974 15.4023 11.5082 -0.88 2.24 -0.43 -0.127
O 20.4065 14.3576 10.7842 -0.30 -1.10 -0.68 -0.221
C 21.1060 13.3149 9.9999 -1.04 -2.29 3.82 -0.056
H 21.8426 15.1286 12.9556 1.00 0.32 -0.42 0.076
H 21.2047 14.6066 14.4881 0.09 0.42 -0.02 0.098
H 21.0926 16.3439 14.0486 -0.21 0.24 -0.16 0.090
H 17.6739 15.8465 10.5394 0.43 -0.28 0.25 0.096
H 17.6051 16.1513 12.3076 -0.08 -0.60 -0.45 0.098
H 16.3170 15.2725 11.4099 0.10 -0.24 0.37 0.090
H 21.9773 13.0238 10.6394 -0.64 0.05 -0.80 0.101
H 21.4044 13.7099 9.1220 0.91 1.64 -2.74 0.036
H 20.4826 12.3890 9.7868 0.48 1.35 0.53 0.095
```
Positions in Å, forces in eV/Å.

---

Density functional theory data (ωB97M-V/def2-TZVPD) for C28H26Br49F13N2O3P as an isolated structure in a non-equilibrium geometry.

calculated total energy: -3515262.6262 eV
LUMO energy: -3.3 eV
total charge: +1

```
122
Properties=species:S:1:pos:R:3:forces:R:3:lowdin_charge:R:1
O 2.2862 -2.4900 -2.6792 0.40 0.60 -4.74 -0.321
P 2.4006 -2.4583 -4.2190 0.79 -3.27 4.37 0.645
O 1.5554 -3.8144 -4.8878 0.83 3.82 -0.45 -0.162
O 4.0300 -2.6869 -4.6848 -3.67 0.65 -0.59 -0.287
C 1.6052 -0.8948 -4.9264 -0.66 -0.56 -1.51 -0.188
N 1.6919 0.3124 -4.0645 -0.53 4.65 2.86 -0.028
C 2.7783 0.8568 -3.2278 -0.65 2.98 1.93 -0.493
Br 4.5907 0.1259 -2.9970 -2.46 0.81 -0.43 0.757
C 2.3599 2.1540 -2.4993 -1.16 -4.19 -3.67 -0.048
N 0.9943 2.3540 -2.9736 2.05 -4.53 -2.17 0.101
C 0.6419 1.2718 -3.8657 -0.08 1.17 0.82 -0.097
C -0.8690 1.3575 -4.4150 0.73 0.55 0.56 -0.062
C -1.0933 0.8333 -5.9022 0.86 0.57 -0.73 -0.067
C -2.0073 -0.4236 -6.1452 -0.31 -0.25 -2.14 -0.271
F -2.9896 -0.0644 -7.1508 1.97 -0.95 2.36 0.049
F -1.2585 -1.5095 -6.7528 -1.43 2.30 1.63 0.019
C -2.8172 -1.0424 -4.9263 0.23 -2.98 0.55 -0.178
F -3.4137 -2.2636 -5.4247 1.01 3.14 1.21 0.080
F -1.9572 -1.5008 -3.8571 -1.57 1.48 -2.78 0.030
C -3.9535 -0.1141 -4.2806 -0.53 2.19 1.32 -0.164
F -3.7232 0.0264 -2.8614 -0.58 -0.54 -3.47 0.034
F -3.9337 1.2458 -4.7742 0.48 -3.37 0.75 0.076
C -5.4634 -0.6177 -4.4809 -2.22 1.98 -0.76 -0.164
F -5.8240 -0.8123 -5.8629 1.48 0.16 3.50 0.090
F -6.2895 0.4943 -4.0657 2.19 -2.63 -0.98 0.080
C -5.9141 -1.8567 -3.5636 -1.35 -0.61 2.01 -0.181
F -4.8589 -2.5938 -2.9646 -2.79 1.87 -2.68 -0.095
F -6.6959 -1.3271 -2.4728 2.06 -1.27 -2.66 0.079
C -6.9035 -2.9013 -4.3129 -1.50 -1.59 0.24 -0.284
F -6.2242 -3.6562 -5.3037 -1.97 2.14 2.67 0.111
F -7.3776 -3.7813 -3.2771 1.40 2.02 -2.90 0.064
F -8.0690 -2.2838 -4.8402 3.47 -1.51 1.13 0.114
H 0.9572 -3.4700 -5.6073 0.62 -0.79 0.82 0.076
H 4.1066 -2.7433 -5.6719 0.06 -0.02 0.97 0.043
H 2.0502 -0.7403 -5.9857 -0.75 0.23 1.83 0.016
H 0.4789 -1.1356 -5.0503 1.97 0.29 0.32 0.107
H 2.9346 2.8289 -1.7600 -1.26 -1.31 -1.77 -0.088
H 0.2971 3.0898 -2.7861 0.87 -0.52 0.08 0.169
H -1.5326 0.9157 -3.5976 0.87 0.35 -1.27 0.121
H -1.1141 2.4919 -4.4183 0.49 -1.94 0.04 0.143
H -0.0561 0.6202 -6.3774 -1.86 0.19 0.65 0.102
H -1.5163 1.7083 -6.5345 0.46 -1.69 1.09 0.152
C 0.3789 0.4219 -10.0944 -0.29 0.08 -0.33 -1.592
Br 1.5252 -0.4725 -8.8069 -0.14 0.06 -0.23 0.552
Br 0.2185 2.3184 -9.7179 0.08 -0.38 0.00 0.577
Br 0.9506 0.0926 -11.9165 -0.07 0.10 0.55 0.614
H -0.6160 -0.0098 -9.9886 0.29 0.09 0.02 -0.024
C 4.4677 5.3666 -0.3728 0.19 0.34 0.11 -1.561
Br 3.7143 6.4332 1.0603 0.07 -0.34 -0.38 0.615
Br 3.9967 3.4903 -0.2000 0.75 0.72 1.10 0.691
Br 3.9981 6.0687 -2.1193 0.01 -0.21 0.33 0.592
H 5.5525 5.4319 -0.2834 -0.25 -0.09 0.02 -0.087
C -7.7653 -6.5995 -1.2120 -0.03 0.17 -0.03 -1.592
Br -8.1993 -8.4177 -1.7346 0.12 0.26 0.13 0.592
Br -8.5173 -6.1465 0.5175 0.20 -0.15 -0.35 0.577
Br -5.8551 -6.2694 -1.2762 -0.31 -0.05 0.04 0.542
H -8.2280 -5.9384 -1.9438 0.12 -0.21 0.19 -0.040
C -5.5014 -10.3266 -4.0927 0.00 0.07 0.13 -1.623
Br -3.6588 -10.6898 -3.6076 -0.35 0.02 -0.23 0.539
Br -5.6284 -9.3495 -5.7641 0.03 -0.21 0.31 0.552
Br -6.5725 -11.9435 -4.1189 0.23 0.33 0.00 0.561
H -5.9143 -9.6835 -3.3156 0.12 -0.15 -0.20 -0.086
C 4.8195 8.6464 4.1695 -0.09 -0.06 -0.09 -1.604
Br 6.5495 9.5063 3.9852 -0.31 -0.20 0.07 0.562
Br 4.7542 7.4778 5.7161 0.06 0.24 -0.25 0.540
Br 3.3716 9.9361 4.1806 0.32 -0.22 0.04 0.561
H 4.6807 8.0182 3.2901 0.09 0.20 0.25 -0.098
C 8.0731 5.7487 2.4130 0.04 0.03 0.19 -1.583
Br 9.9045 5.3656 2.9217 -0.43 0.07 -0.17 0.594
Br 7.9798 6.7529 0.7545 0.00 -0.17 0.23 0.579
Br 6.9914 4.1403 2.3431 0.27 0.34 -0.16 0.538
H 7.6515 6.3822 3.1934 0.10 -0.13 -0.22 -0.045
C -2.8546 -3.5431 0.4763 0.01 0.00 0.14 -1.573
Br -1.7972 -2.5970 1.8004 -0.12 -0.19 -0.25 0.552
Br -3.2147 -2.4449 -1.0825 0.83 -0.40 1.38 0.730
Br -2.0512 -5.2397 -0.0102 -0.16 0.37 0.06 0.572
H -3.8164 -3.7663 0.9369 0.25 0.07 -0.15 -0.022
C 5.0698 1.1442 4.6554 -0.02 -0.04 0.13 -1.598
Br 6.7696 0.4992 3.9783 -0.34 0.16 0.08 0.563
Br 5.1833 2.9872 5.2503 -0.13 -0.39 -0.03 0.531
Br 3.6395 0.8906 3.3691 0.30 0.13 0.15 0.522
H 4.8248 0.5406 5.5291 0.01 0.15 -0.25 -0.048
C -5.4990 -10.4507 1.0060 -0.10 -0.04 -0.04 -1.608
Br -5.9629 -9.4677 2.6130 0.12 -0.17 -0.31 0.556
Br -4.1388 -9.5354 -0.0310 -0.25 -0.20 0.27 0.515
Br -4.9946 -12.2818 1.3998 -0.07 0.40 -0.07 0.573
H -6.3956 -10.4929 0.3884 0.25 0.04 0.17 -0.043
C 0.8462 -0.8912 6.4105 0.10 0.00 0.02 -1.605
Br 1.0678 1.0065 6.7489 0.05 -0.36 -0.16 0.559
Br -0.5322 -1.2310 5.0879 0.25 0.21 0.19 0.514
Br 2.5253 -1.7399 5.9377 -0.29 0.14 0.07 0.564
H 0.5110 -1.3452 7.3439 0.17 0.19 -0.45 -0.155
C 6.3402 -0.0811 -6.6044 0.50 0.02 0.20 -1.562
Br 6.7337 -1.3487 -5.1893 0.33 0.18 -0.57 0.607
Br 7.5281 -0.2987 -8.1205 -0.40 0.01 0.36 0.614
Br 4.4735 -0.1502 -7.1373 0.32 0.09 -0.06 0.568
H 6.5190 0.9144 -6.1993 -0.14 -0.26 -0.12 -0.019
C 4.2929 13.8380 5.9392 0.05 0.07 0.07 -1.607
Br 4.6913 12.5616 7.3450 -0.08 0.17 -0.33 0.544
Br 5.4543 13.6042 4.4028 -0.25 0.00 0.29 0.542
Br 2.4188 13.7969 5.4383 0.36 -0.05 0.07 0.549
H 4.4934 14.8298 6.3424 -0.07 -0.29 -0.12 -0.027
C -1.4079 2.5444 9.2856 0.15 0.09 0.04 -1.611
Br -2.1751 3.6017 10.7192 0.12 -0.25 -0.32 0.578
Br -1.8844 0.6692 9.4384 -0.12 0.61 -0.01 0.528
Br -1.8562 3.2630 7.5400 -0.01 -0.12 0.37 0.544
H -0.3251 2.6072 9.3876 -0.30 -0.05 -0.04 -0.035
C -0.7786 -4.2096 8.6200 -0.11 -0.28 0.00 -1.554
Br 0.3571 -5.1214 9.9008 -0.21 0.25 -0.29 0.591
Br -0.9162 -2.3102 9.0002 -0.03 -0.69 0.13 0.569
Br -0.2161 -4.5414 6.7930 -0.02 0.04 0.45 0.552
H -1.7793 -4.6283 8.7265 0.24 0.14 -0.05 -0.041
C -5.2416 -4.2735 7.1617 -0.16 0.03 -0.07 -1.607
Br -5.7259 -3.3303 8.7860 0.18 -0.20 -0.31 0.569
Br -3.8526 -3.3444 6.1769 -0.19 -0.16 0.25 0.539
Br -4.7602 -6.1194 7.5154 -0.01 0.38 -0.04 0.566
H -6.1264 -4.2905 6.5266 0.25 -0.01 0.19 -0.027
C 6.3647 7.6641 9.8743 0.10 0.03 0.07 -1.604
Br 5.0087 6.3493 9.4295 0.22 0.24 0.03 0.539
Br 7.7102 7.8106 8.4844 -0.30 -0.02 0.25 0.547
Br 5.5836 9.3864 10.3066 0.13 -0.35 -0.15 0.560
H 6.8704 7.3092 10.7714 -0.16 0.09 -0.26 -0.027
```
Positions in Å, forces in eV/Å.

---

Density functional theory data (ωB97M-V/def2-TZVPD) for an isolated ion of composition C8H12N3O and charge +1 in a non-equilibrium geometry.

energy above the lowest of the compared OMol25 structures with the same formula, charge and spin: 651.3 kJ/mol
calculated total energy: -14995.2300 eV
LUMO energy (spin up / spin down): -4.7 / -5.0 eV
total charge: +1

```
24
Properties=species:S:1:pos:R:3:forces:R:3:lowdin_charge:R:1
C 0.7318 1.6718 -0.6829 0.82 -0.06 -0.36 0.013
C 0.2346 1.5440 -1.9612 -0.26 -0.21 1.80 0.053
C 0.8010 0.8965 0.5540 -2.53 0.32 0.68 -0.259
C 0.1490 -3.5052 1.9776 0.25 1.23 1.00 0.105
C -1.7561 0.0815 -1.7089 0.19 0.11 -1.36 0.072
C -0.9015 0.7373 -2.5061 0.88 1.48 0.55 -0.425
C 1.1075 -1.5254 0.9176 0.52 5.41 -0.36 -0.013
C 0.6541 1.1883 2.9699 1.54 1.68 2.20 -0.055
N 0.5778 -0.3947 0.6609 0.85 -1.30 0.67 0.190
N 0.5622 -2.7267 0.9783 -1.13 -3.34 1.15 -0.019
N -1.1421 0.9126 -3.8259 -0.56 -1.19 -0.81 0.093
O 0.7235 1.7124 1.6445 0.09 -1.74 -2.27 -0.060
H 1.2518 2.5857 -0.4035 0.15 0.16 -0.77 0.124
H 0.5887 2.3284 -2.6299 -0.19 -0.06 0.08 0.120
H 0.5341 -4.5094 2.1286 -0.52 -0.13 -0.95 0.098
H -0.2397 -3.0505 2.9123 0.40 0.07 -0.97 0.105
H -2.7201 -0.3333 -1.9984 0.39 0.12 0.06 0.083
H -1.3750 0.0493 -0.7596 0.00 -0.62 2.50 0.006
H -0.3309 0.7288 3.3103 1.43 -0.01 -1.06 0.117
H 0.6706 2.2105 3.4865 0.08 -1.71 -0.05 0.120
H 1.6822 0.6753 3.2345 -2.46 0.53 -0.40 0.139
H -1.8834 0.2429 -4.0160 0.17 0.94 -1.41 0.107
H 0.9326 -3.1840 0.1672 0.16 -1.06 -0.50 0.166
H -0.8528 1.6639 -4.4499 -0.26 -0.60 0.58 0.120
```
Positions in Å, forces in eV/Å.

---

- Look up the calculated total energy of the second one.
  -3515262.6262 eV